{
  "formula": "C21H16NO4PtS7",
  "method": "ωB97M-V/def2-TZVPD",
  "s_squared": 2.023,
  "total_charge": -1,
  "energy_ha": -4072.244071,
  "multiplicity": 3,
  "symbols": ["Pt", "S", "S", "S", "S", "S", "S", "S", "O", "O", "O", "O", "N", "C", "C", "C", "C", "C", "C", "C", "C", "C", "C", "C", "C", "C", "C", "C", "C", "C", "C", "C", "C", "C", "H", "H", "H", "H", "H", "H", "H", "H", "H", "H", "H", "H", "H", "H", "H", "H"],
  "positions_angstrom": [[0.244, 0.454, 1.950], [0.308, -1.545, 3.396], [-1.835, -2.553, 5.148], [4.650, 4.609, -2.038], [-4.375, -2.407, 6.674], [-3.644, -0.331, 4.660], [-1.806, 1.122, 2.865], [-0.055, -0.787, -0.364], [0.175, 0.656, -0.593], [4.104, 5.897, -1.642], [4.288, 4.172, -3.377], [6.053, 4.401, -1.689], [2.499, 0.392, 1.605], [3.629, 3.700, 0.389], [3.877, 3.395, -0.930], [-3.548, -2.240, 1.108], [-0.922, -3.306, -3.460], [2.967, 1.415, 0.739], [3.171, 2.702, 1.235], [-0.300, -0.626, -3.115], [-2.212, -2.094, 0.776], [3.231, 1.125, -0.597], [-4.454, -1.242, 0.787], [-1.794, -0.949, 0.121], [-0.403, -1.467, -2.025], [-0.510, -1.130, -4.388], [-0.711, -2.806, -2.187], [-2.101, -0.263, 3.824], [-4.024, -0.093, 0.140], [-1.256, -1.320, 4.048], [-2.690, 0.054, -0.201], [-3.349, -1.797, 5.555], [-0.813, -2.471, -4.561], [3.692, 2.127, -1.432], [-1.491, -2.854, 1.036], [2.695, -0.539, 1.251], [-0.795, -3.453, -1.327], [3.054, 0.127, -0.972], [-0.428, -0.480, -5.246], [-1.165, -4.349, -3.595], [-2.328, 0.944, -0.696], [-5.496, -1.365, 1.041], [2.959, 2.917, 2.276], [-0.058, 0.413, -2.941], [-0.981, -2.868, -5.552], [3.910, 1.958, -2.476], [3.793, 4.709, 0.732], [2.854, 0.499, 2.552], [-3.882, -3.138, 1.607], [-4.728, 0.687, -0.113]],
  "forces_ev_per_angstrom": [[0.6, 0.4, 1.3], [-0.6, 0.8, -0.1], [-0.3, 0.3, -0.1], [0.1, -0.4, 0.6], [0.0, 0.0, -0.1], [0.3, -0.4, 0.2], [0.7, -1.0, 0.0], [-1.3, -1.3, -0.7], [0.3, 0.9, -0.3], [0.0, 0.0, 0.0], [0.0, 0.0, 0.0], [-0.1, 0.3, -0.3], [-1.2, -0.5, 0.5], [-0.2, -0.2, 0.2], [0.4, 0.8, -0.9], [0.0, -0.1, 0.0], [0.0, -0.1, 0.1], [0.6, 0.7, -0.6], [-0.1, -0.3, 0.0], [0.1, 0.2, 0.2], [0.2, 0.1, 0.0], [-0.1, 0.1, 0.3], [-0.1, 0.0, 0.0], [0.1, -0.3, 0.1], [0.3, 0.1, 0.0], [0.0, -0.1, -0.1], [0.1, 0.0, 0.0], [-0.7, 1.0, -0.2], [0.0, 0.0, -0.1], [0.9, -0.8, 0.0], [0.2, 0.1, -0.1], [0.0, 0.0, 0.0], [-0.1, 0.1, -0.1], [-0.2, -0.3, 0.2], [0.1, -0.1, 0.1], [0.2, 0.1, 0.1], [0.0, -0.1, 0.1], [0.0, -0.1, -0.1], [0.0, 0.1, -0.1], [0.0, -0.1, 0.0], [0.0, 0.1, -0.1], [-0.1, 0.0, 0.0], [0.0, 0.0, 0.1], [0.1, 0.1, -0.1], [0.0, 0.0, -0.1], [0.0, -0.1, -0.1], [0.0, 0.1, 0.1], [0.0, -0.2, -0.2], [0.0, 0.0, 0.1], [0.0, 0.0, 0.0]]
}